The following is a DFT calculation (ωB97M-V/def2-TZVPD) of a cluster of 13 separate species, C40H76ClF12N12O16S4 in total at a distorted geometry.

Cartesian coordinates (Å):
Cl 1.48 8.79 13.54
S 0.27 2.24 16.78
S -3.24 3.76 20.19
S -4.32 8.95 16.58
S 1.14 6.90 24.31
F -4.17 8.55 19.27
F -2.54 4.19 17.58
F 3.21 5.58 25.18
F -1.92 2.40 15.47
F -4.49 5.02 18.02
F 2.60 7.06 26.52
F -2.67 6.03 18.81
F -0.20 1.57 14.28
F -5.55 10.27 18.58
F -3.42 10.57 18.63
F 3.55 7.72 24.52
F -1.20 0.29 15.73
O 2.64 0.69 21.15
O -4.31 9.88 24.94
O 0.37 5.74 24.90
O -4.48 10.04 15.68
O -0.43 2.20 18.06
O 1.41 1.36 16.66
O -3.86 4.63 21.12
O -3.96 2.51 19.91
O -5.47 8.07 16.53
O 5.08 11.49 16.49
O 1.95 2.87 13.05
O 1.49 6.79 22.88
O 0.58 3.60 16.41
O -1.79 3.58 20.52
O -3.01 8.29 16.46
O 0.43 8.12 24.56
N -0.02 7.25 17.77
N 0.28 13.05 14.46
N 4.18 9.42 15.58
N 4.56 7.70 20.95
N -2.13 15.89 21.35
N -4.79 7.89 26.28
N 2.95 4.34 14.67
N 4.47 9.98 20.75
N -0.59 7.49 19.91
N 3.05 0.95 18.79
N 0.37 14.87 13.21
N -3.09 13.78 21.40
C 3.26 8.08 20.66
C -1.30 7.90 21.08
C 3.62 9.15 17.05
C -3.91 8.78 25.32
C 4.66 12.18 21.85
C 3.26 9.49 20.50
C -0.33 14.26 14.24
C -1.24 17.05 21.06
C 1.97 2.87 20.19
C 0.09 16.19 12.79
C 4.57 1.10 18.54
C 2.61 1.48 20.18
C -5.52 8.73 27.33
C -3.28 12.42 21.20
C -0.69 8.09 18.65
C 5.14 10.56 15.63
C 1.86 5.26 12.45
C 1.04 12.72 13.33
C 2.76 6.85 25.15
C -3.82 14.56 22.37
C -2.08 14.60 20.78
C -1.19 11.12 14.78
C -1.12 9.39 21.44
C 2.19 4.04 13.36
C -0.88 1.57 15.41
C 3.95 3.16 14.90
C -3.24 4.86 18.53
C -0.11 12.05 15.42
C -3.82 11.72 22.40
C -4.33 9.63 18.45
C 1.15 13.86 12.58
C 0.03 7.43 16.33
C -0.01 6.26 19.82
C 4.92 11.38 20.56
C 5.16 6.36 21.25
C 5.31 8.86 21.02
C 0.38 6.15 18.53
C 6.31 10.42 14.68
C -2.60 8.30 25.20
C -3.22 15.83 22.28
H 4.64 8.65 15.12
H -1.42 9.44 22.49
H 0.67 16.41 11.89
H 6.39 8.91 21.04
H 0.03 5.55 20.63
H -2.33 7.51 25.90
H -1.02 16.94 20.00
H 4.82 0.75 17.54
H 1.28 6.08 12.86
H -3.58 10.66 22.30
H 2.43 10.13 20.26
H 5.32 11.85 22.65
H -1.67 18.03 21.25
H -0.45 12.73 16.20
H 2.71 5.63 11.88
H -6.57 8.47 27.45
H -1.29 14.12 20.23
H -2.33 7.53 21.07
H -1.05 9.03 18.28
H 5.92 9.85 13.84
H 1.75 14.08 11.71
H -2.33 11.91 21.03
H -0.16 9.85 21.21
H -2.54 7.81 24.23
H 3.40 9.60 14.96
H 4.90 2.11 18.77
H -3.91 12.35 20.31
H -0.16 8.44 15.95
H 4.34 11.80 19.74
H 4.48 9.13 17.72
H -0.89 7.38 21.94
H -0.39 17.05 21.75
H 3.66 12.14 22.29
H -1.90 9.96 20.93
H -5.22 8.58 28.37
H 2.68 3.69 20.03
H 3.56 2.15 15.05
H 4.52 3.47 15.78
H 2.57 1.32 17.99
H -5.40 9.80 27.14
H 6.08 6.41 21.84
H 3.50 5.19 14.70
H -5.55 7.51 25.73
H 2.37 4.46 15.49
H 1.35 2.86 19.30
H 7.13 9.77 14.99
H 4.58 3.03 14.02
H -0.89 16.31 12.34
H 0.78 5.30 17.99
H 6.64 11.44 14.49
H -4.25 7.22 26.81
H -0.93 7.01 16.01
H 1.34 11.68 13.27
H -0.91 14.74 15.01
H 2.94 9.92 17.40
H -4.45 14.22 23.18
H 0.81 11.50 15.63
H 0.92 6.97 15.91
H 4.68 13.27 21.90
H -1.39 10.31 15.48
H -0.84 10.84 13.79
H -3.30 11.99 23.31
H 2.51 7.33 20.46
H -1.85 9.09 25.11
H 4.89 0.31 19.21
H 1.42 3.03 21.12
H 5.93 11.50 20.17
H -2.15 11.58 14.54
H 5.23 5.81 20.32
H 2.66 0.01 18.78
H 4.40 5.95 21.91
H -3.45 16.69 22.90
H 0.09 16.86 13.66
H 1.16 4.78 11.77
H -4.91 11.71 22.50
H 3.23 8.14 16.93

Values from the calculation:
**Energy above the lowest of the compared OMol25 structures with the same formula, charge and spin**: 913.5 kJ/mol
**Net charge**: +3
**Lowest unoccupied orbital energy**: -7.328 eV
**Electronic energy**: -181793.171 eV
**HOMO-LUMO gap**: 0.153 Eh
**HOMO level**: -0.4219 hartree

These are the Löwdin partial charges, in e, on atoms 1 to 2:
1. Cl -0.304
2. S 0.493

The following is a DFT calculation (ωB97M-V/def2-TZVPD) of a structure of composition C15H47N2O11V at a distorted geometry.

Cartesian coordinates (Å):
V -0.72 3.96 -2.02
O -0.51 0.79 3.05
O -3.45 2.08 0.08
O -1.75 0.39 -4.79
O 2.24 -2.65 0.91
O -4.05 0.22 -2.78
O -1.22 1.74 -2.20
O -2.42 -0.65 4.53
O -1.98 -4.52 1.03
O 2.87 2.63 0.60
O -2.19 -3.67 -1.77
O 1.37 3.97 -1.23
N 0.59 -2.45 -2.51
N 3.26 5.28 3.00
C -1.79 -1.19 3.33
C -4.13 -0.20 -4.16
C -2.73 -0.59 -4.63
C 3.58 4.41 1.84
C 2.82 -1.72 -1.98
C 4.97 3.90 2.09
C 1.15 -2.63 -0.05
C -2.75 -2.99 -0.65
C -0.78 0.66 -1.39
C 2.72 1.23 0.88
C -3.13 -4.07 0.39
C 2.39 3.40 1.73
C -1.44 0.00 2.38
C 1.65 -2.70 -1.52
C 1.71 -2.57 2.21
H -0.43 -0.21 -1.94
H -2.84 -1.19 -5.53
H -0.84 1.15 3.88
H -0.84 -0.33 1.53
H 0.46 -3.44 0.19
H -2.39 -1.42 -4.01
H -1.52 0.31 -0.67
H 5.07 3.36 3.03
H 2.42 -2.56 3.04
H -1.73 0.92 -3.98
H 0.40 -1.46 -2.45
H 1.64 1.09 0.88
H -2.45 -1.93 2.88
H -2.83 1.82 -0.61
H 1.44 3.88 1.47
H -2.38 0.47 2.08
H -0.25 -2.96 -2.28
H -4.46 0.61 -4.81
H -2.98 2.75 0.58
H 3.11 -1.97 -3.00
H 0.00 1.04 -0.73
H -3.65 -2.41 -0.86
H 3.59 5.02 0.93
H 1.10 -1.70 2.45
H 2.28 5.51 2.86
H -4.81 -1.04 -4.30
H -3.75 -4.88 0.02
H -1.74 -0.26 5.09
H 3.05 0.53 0.11
H -0.90 -1.72 3.67
H 1.86 4.79 -1.21
H 2.53 -0.68 -1.81
H 2.21 2.91 2.69
H -3.77 -3.64 1.18
H 3.24 0.87 1.76
H 5.26 3.20 1.30
H 0.67 -1.65 0.04
H 3.27 4.67 3.81
H -2.90 -3.94 -2.36
H -1.99 -2.39 -0.15
H -3.15 0.46 -2.57
H 3.67 -1.77 -1.29
H 1.74 3.45 -0.53
H -1.50 -4.97 0.33
H 1.06 -3.41 2.48
H 5.66 4.73 2.17
H 2.09 -3.67 -1.73

Values from the calculation:
**Spin multiplicity**: 4
**Net charge**: +1
**Expectation value of S²**: 3.782
**Lowest unoccupied orbital energy (alpha / beta)**: -6.417 / -6.221 eV
**Electronic energy**: -67493.785 eV
**HOMO-LUMO gap (alpha / beta)**: 0.179 / 0.186 Eh
**HOMO level (alpha / beta)**: -0.4150 / -0.4151 hartree

These are the Löwdin partial charges, in e, on atoms 1 to 2:
1. V 1.361
2. O -0.082